#i
48
Properties=species:S:1:pos:R:3 method="wB97M-V/def2-TZVPD" smiles="COC(=O)[C@H](Cc1ccccc1)NC(=O)NCc1ccc(S(N)(=O)=O)cc1" orbital_gap_ev=9.796
C -2.57898 -0.97249 -2.57089
O -1.18742 -1.04038 -2.85697
C -0.36832 -0.70213 -1.87326
O -0.72405 -0.46690 -0.74165
C 1.09321 -0.76338 -2.32002
C 1.77442 -2.02291 -1.74637
C 1.77941 -2.00500 -0.24229
C 0.71325 -2.53088 0.47827
C 0.66546 -2.42033 1.85630
C 1.69529 -1.79082 2.53532
C 2.78145 -1.29742 1.83448
C 2.82282 -1.40479 0.45431
N 1.77381 0.43592 -1.87356
C 1.03440 1.59064 -1.86084
O -0.03477 1.67265 -2.43144
N 1.63320 2.64971 -1.21729
C 0.73390 3.60414 -0.57618
C -0.14270 2.84130 0.38886
C -1.50728 2.71563 0.16307
C -2.25375 1.81378 0.90084
C -1.62605 1.03817 1.85319
S -2.51392 -0.32590 2.58830
N -2.66980 -1.38433 1.29950
O -1.68474 -0.94631 3.57724
O -3.84401 0.06706 2.95317
C -0.28362 1.18421 2.12990
C 0.45516 2.09758 1.40288
H -3.08975 -1.14310 -3.51490
H -2.82209 0.01437 -2.17337
H -2.85593 -1.73726 -1.84115
H 1.10135 -0.79901 -3.41615
H 1.23807 -2.89772 -2.11706
H 2.79595 -2.05431 -2.13154
H -0.08520 -3.03565 -0.04663
H -0.18136 -2.80206 2.40415
H 1.64935 -1.69766 3.60938
H 3.60087 -0.82777 2.35999
H 3.69371 -1.04498 -0.08104
H 2.44445 0.29655 -1.13148
H 2.44653 2.41262 -0.66775
H 1.33980 4.36425 -0.08055
H 0.12740 4.07015 -1.35423
H -1.97220 3.29253 -0.62160
H -3.31153 1.68533 0.72977
H -1.84168 -1.35820 0.71831
H -3.48863 -1.13919 0.76542
H 0.16162 0.55781 2.88549
H 1.51290 2.20649 1.60007



#ii
48
Properties=species:S:1:pos:R:3 method="wB97M-V/def2-TZVPD" smiles="COc1ccc(C(=O)NCc2cccnc2)cc1S(=O)(=O)N1CCOCC1" orbital_gap_ev=9.533
C -4.24604 -1.81404 1.03436
O -3.26669 -2.69272 0.51525
C -2.00416 -2.33839 0.24339
C -1.23101 -3.43086 -0.20245
C 0.09134 -3.30562 -0.53557
C 0.72361 -2.06187 -0.45214
C 2.17567 -1.98632 -0.79178
O 2.89227 -2.96844 -0.76145
N 2.62576 -0.76504 -1.16291
C 4.02758 -0.50306 -1.39871
C 4.60919 0.41083 -0.35429
C 4.32200 0.23077 0.99494
C 4.87601 1.09494 1.92310
C 5.70195 2.11112 1.46468
N 5.98473 2.29016 0.18645
C 5.45082 1.46450 -0.69439
C -0.02378 -0.98584 -0.00860
C -1.36751 -1.09656 0.33278
S -2.05169 0.48913 0.85967
O -1.00044 1.46352 0.72847
O -2.68470 0.40170 2.14279
N -3.26566 0.75334 -0.28359
C -2.76463 0.98347 -1.62683
C -2.34370 2.44283 -1.83465
O -3.39313 3.32196 -1.49474
C -3.76822 3.15865 -0.14369
C -4.26552 1.73443 0.11103
H -4.53757 -1.07134 0.29017
H -5.09407 -2.45556 1.27148
H -3.90042 -1.30305 1.93246
H -1.73312 -4.38353 -0.26176
H 0.66870 -4.15770 -0.85990
H 2.00588 0.02821 -1.14504
H 4.16374 -0.07098 -2.39562
H 4.52702 -1.47800 -1.36501
H 3.67672 -0.57851 1.30720
H 4.67230 0.98240 2.97648
H 6.15905 2.81500 2.14726
H 5.71192 1.65259 -1.72862
H 0.41040 -0.00690 0.12403
H -1.91915 0.31280 -1.78858
H -3.56860 0.72675 -2.32495
H -2.11562 2.63101 -2.88518
H -1.46127 2.65521 -1.21608
H -4.56009 3.88546 0.04329
H -2.91104 3.36450 0.51338
H -4.47117 1.57856 1.16959
H -5.16951 1.54366 -0.47696



Here is how they stack up, most stable first: #i, #ii.



#i
8
Properties=species:S:1:pos:R:3 method="wB97M-V/def2-TZVPD" orbital_gap_ev="7.563 / 7.567" charge=-1
N -0.17206 1.05244 -0.45567
O -1.52260 -0.37274 1.01984
O -0.41587 -1.42925 -0.99506
O 1.73963 -0.57071 0.59599
O -0.73344 2.16918 -0.58291
S -1.31178 -0.31875 -0.49665
H 0.89831 -0.80340 -0.01552
H 1.51781 0.27323 0.92999



#ii
8
Properties=species:S:1:pos:R:3 method="wB97M-V/def2-TZVPD" orbital_gap_ev="8.305 / 7.063" charge=-1
N -1.27719 -1.09218 0.83211
O 0.61107 0.96625 -1.98043
O 1.16671 2.13504 0.14026
O 1.56140 -0.32169 -0.13037
O -1.46659 0.21928 0.33942
S 0.85576 0.86966 -0.55535
H -0.39612 -0.96603 1.34535
H -1.05503 -1.81034 0.00901



Here is how they stack up, most stable first: #i, #ii.



#i
14
Properties=species:S:1:pos:R:3 method="wB97M-V/def2-TZVPD" orbital_gap_ev=8.219 charge=+1
C 1.41445 0.05735 -1.49122
C 0.25005 -0.69711 0.24891
N 1.69146 0.97470 0.88692
N 0.43352 0.46198 0.83431
N -1.08033 -1.05549 0.06207
N -2.04617 -0.03161 0.29402
O 2.02835 0.92486 -1.07152
H 1.20781 -0.63045 -2.22657
H 1.11151 -1.33599 0.33707
H 1.71718 1.95415 1.13140
H -1.41206 -2.02385 -0.15549
H -2.76324 -0.29273 0.82667
H -0.40240 1.00136 0.84910
H -2.15013 0.69282 -0.52566



#ii
14
Properties=species:S:1:pos:R:3 method="wB97M-V/def2-TZVPD" smiles="NC(=O)NCN=[NH2+]" orbital_gap_ev=10.803 charge=+1
N -2.30209 0.98237 -0.03702
C -1.08509 0.50069 -0.16769
O -0.16470 1.34528 -0.07974
N -0.76457 -0.80794 -0.50253
C 0.54272 -0.99531 -0.01751
N 1.37502 0.44710 -0.64448
N 2.41232 0.74767 0.02969
H -3.18478 0.55901 -0.25425
H -2.42441 1.99353 0.22569
H -1.28726 -1.46613 -1.06430
H 0.97503 -1.78674 -0.58592
H 0.54415 -1.29352 1.09152
H 2.88181 1.60251 -0.27752
H 2.40659 0.39726 0.92607



#iii
14
Properties=species:S:1:pos:R:3 method="wB97M-V/def2-TZVPD" orbital_gap_ev="7.158 / 7.708" charge=+1
C 1.23153 0.83841 -0.34127
C -0.16276 0.45760 -0.41866
N -1.93892 -0.38310 -1.56537
N -0.69207 -0.23484 -1.49119
N 0.04940 -0.89110 0.97848
N 0.45800 -0.35854 2.09220
O 1.72314 1.24400 0.67399
H 1.98632 0.76731 -1.25385
H -0.90163 1.01103 0.21999
H -2.13403 -1.06350 -2.42128
H -0.98503 -0.96273 0.98162
H 1.39566 0.16371 1.95994
H 0.11474 -0.78034 -2.09895
H -0.14437 0.19209 2.68432



#iv
14
Properties=species:S:1:pos:R:3 method="wB97M-V/def2-TZVPD" smiles="C=C(N)NON=[NH2+]" orbital_gap_ev="6.212 / 6.220" charge=+1
C -0.77738 0.48889 1.38074
C -0.75494 -0.64963 0.65658
N -1.11045 -1.86485 1.16695
N -0.36531 -0.70374 -0.68144
O 0.53916 0.05630 -1.35409
N 1.11009 1.08515 -0.77556
N 1.88924 1.74915 -1.55106
H -0.46764 1.43366 0.98200
H -1.12469 0.47873 2.39573
H -1.63234 -1.85930 2.02825
H -1.28450 -2.65036 0.56131
H -0.44625 -1.59145 -1.16818
H 2.07378 1.48474 -2.51714
H 2.35124 2.54270 -1.12410



Here is how they stack up, most stable first: #ii, #iv, #iii, #i.



#i
19
Properties=species:S:1:pos:R:3 method="wB97M-V/def2-TZVPD" orbital_gap_ev=7.473
C 1.27220 2.23361 0.05495
C 2.42263 -0.55774 0.57087
C -1.67819 0.28727 0.73553
C -1.88669 -1.15363 0.32859
C -0.94884 0.93630 -0.48995
C -0.85295 -1.43677 -0.75179
C 0.47867 1.42532 -0.54035
C 0.90185 0.34509 -1.43402
C -0.39902 -0.31391 -1.18450
N 3.42879 -0.52852 -0.06659
O 2.10273 2.84932 0.57263
O 1.56712 -0.43102 1.34349
H -2.60523 0.82672 0.88171
H -1.18569 0.52268 1.65471
H -1.49465 -1.83209 1.16075
H -2.94321 -1.49493 -0.01805
H -1.70588 1.62283 -1.03187
H -0.36475 -2.52732 -0.85872
H 3.89113 -0.77321 -0.92737



#ii
19
Properties=species:S:1:pos:R:3 method="wB97M-V/def2-TZVPD" smiles="Nc1cc(=O)oc2ccccc12" orbital_gap_ev=8.981
N 0.60311 2.71803 0.14981
C 0.77456 1.39704 0.03428
C 1.95202 0.70202 -0.08745
C 2.05735 -0.76180 -0.09660
O 2.96371 -1.50894 -0.16779
O 0.84293 -1.38391 0.16302
C -0.37571 -0.75354 0.03704
C -1.38638 -1.61855 0.21741
C -2.64655 -1.20355 0.04209
C -2.87995 0.24216 -0.20715
C -1.81340 1.13616 -0.18639
C -0.48018 0.59280 -0.04292
H 0.17058 3.02650 1.03308
H 1.43025 3.35977 -0.03086
H 2.98110 1.14789 -0.11911
H -1.12938 -2.67367 0.45778
H -3.50003 -1.87693 0.00803
H -3.96631 0.43316 -0.35246
H -1.87160 2.30340 -0.26878



Here is how they stack up, most stable first: #ii, #i.